(1)
The following is a quantum chemistry calculation of a 10-piece molecular cluster, C22H64N8O10 overall at a distorted geometry, from the OMol25 dataset.

Properties
**Highest occupied orbital energy**: -8.6969 eV
**Gap between HOMO and LUMO**: 8.24 eV
**E**: -2066.77329 a.u.
**LUMO level**: -0.460 eV
**SMILES string**: NC(N)=O.NC(N)=O.NC(N)=O.NC(N)=O.CC(C)O.CC(C)O.CC(C)O.CC(C)O.CC(C)O.CC(C)O
**ΔE to the lowest compared entry with this formula, charge and spin**: 11.639 eV

```
104
Properties=species:S:1:pos:R:3:forces:R:3
N 19.229 -1.344 -20.919 -2.211 -1.668 -3.780
C 20.097 -0.748 -20.162 1.151 8.207 -2.863
N 20.477 -1.450 -19.182 3.552 -2.981 5.116
O 20.426 0.571 -20.394 -1.192 -6.141 1.349
H 19.051 -0.835 -21.788 -0.454 -0.410 0.115
H 19.001 -2.369 -20.933 0.490 1.691 0.268
H 21.323 -1.113 -18.686 -1.149 -0.502 -0.339
H 20.261 -2.470 -19.149 0.350 1.531 0.092
N 16.760 -0.184 -20.308 2.915 -0.748 2.806
C 16.255 -0.107 -21.510 4.418 -0.892 -4.803
N 14.996 0.315 -21.468 -2.039 0.856 -2.356
O 17.074 -0.367 -22.645 -4.848 1.566 5.758
H 17.805 -0.328 -20.322 -1.511 0.145 0.390
H 16.252 0.036 -19.411 0.598 -0.094 -1.315
H 14.361 0.385 -20.651 1.217 -0.350 -0.820
H 14.688 0.819 -22.346 -0.600 -1.218 1.338
N 15.518 2.251 -24.264 4.333 3.197 -0.727
C 14.850 1.166 -24.365 1.795 -6.279 -5.586
N 13.758 1.238 -23.616 -4.608 -3.479 -0.787
O 15.189 0.078 -25.149 -2.017 5.550 4.130
H 16.444 2.202 -24.717 -0.820 0.294 0.517
H 15.312 3.049 -23.616 0.199 -1.286 -0.529
H 12.995 0.621 -24.017 1.331 0.788 0.967
H 13.419 2.132 -23.432 -0.479 1.841 0.459
N 15.544 2.668 -20.058 0.478 -3.738 -1.782
C 14.989 3.688 -20.647 -0.628 -0.888 -6.056
N 14.851 4.740 -19.874 -0.821 2.267 1.402
O 14.711 3.692 -21.995 0.810 0.399 6.051
H 15.640 1.781 -20.689 -0.231 2.279 1.758
H 15.649 2.590 -19.064 0.229 0.008 0.138
H 14.665 5.571 -20.360 -0.487 1.243 -0.481
H 14.934 4.830 -18.855 0.003 -0.606 -1.010
C 11.284 -0.156 -21.124 0.429 -1.553 -0.410
C 9.846 -0.612 -21.314 3.012 6.456 -6.911
C 9.685 -1.035 -22.798 -0.636 -0.878 0.237
O 9.495 -1.533 -20.587 -3.050 -9.107 5.842
H 11.349 0.361 -20.225 0.219 1.299 1.583
H 11.547 0.443 -21.959 0.505 0.898 -0.523
H 12.028 -0.987 -21.055 -0.886 0.326 -0.153
H 9.190 0.221 -21.149 -0.305 1.481 -0.290
H 10.130 -2.020 -22.987 -0.104 0.123 0.338
H 10.141 -0.387 -23.506 0.572 0.912 -0.358
H 8.643 -1.093 -23.112 -0.182 -0.118 0.287
H 9.418 -1.355 -19.658 0.061 0.308 0.494
C 19.220 5.310 -21.346 -0.859 -0.586 -0.834
C 18.156 4.357 -20.861 3.305 -1.983 -11.502
C 18.687 2.967 -21.126 -0.400 -1.366 -0.462
O 17.828 4.493 -19.702 -2.700 2.243 12.129
H 18.822 6.278 -21.301 -0.152 1.756 0.234
H 19.429 5.089 -22.378 0.048 -0.066 -0.550
H 20.129 5.193 -20.837 1.243 0.032 1.079
H 17.284 4.544 -21.488 -0.213 -0.041 -1.004
H 19.657 2.854 -20.691 0.693 -0.054 0.468
H 18.810 2.678 -22.164 -0.079 0.230 -0.376
H 18.071 2.170 -20.687 0.002 0.315 0.039
H 16.910 4.260 -19.651 -0.210 -0.163 0.775
C 17.238 1.720 -15.272 0.233 2.007 1.322
C 17.703 2.549 -16.480 7.001 -3.342 3.550
C 18.666 1.710 -17.344 0.842 -1.380 2.207
O 16.827 2.895 -17.317 -7.304 3.781 -4.559
H 18.166 1.455 -14.780 0.081 -0.490 0.244
H 16.645 0.831 -15.463 -0.002 0.034 -0.239
H 16.735 2.397 -14.514 0.096 -0.843 -0.865
H 18.272 3.444 -16.166 0.034 -0.437 0.527
H 18.984 2.193 -18.220 0.522 1.063 -0.991
H 18.196 0.790 -17.702 -0.179 -0.158 0.259
H 19.537 1.408 -16.718 -0.407 0.088 -0.654
H 16.535 3.776 -17.044 -0.599 -0.188 -0.482
C 16.604 -4.771 -18.386 0.883 -0.001 -0.032
C 16.260 -3.423 -18.949 -11.106 -6.891 1.117
C 15.227 -2.743 -18.030 -0.960 0.060 0.081
O 17.170 -2.667 -19.146 11.286 7.887 -2.035
H 17.214 -5.353 -19.061 0.510 -0.042 -0.358
H 15.698 -5.360 -18.294 -0.079 0.053 0.700
H 17.201 -4.584 -17.474 -0.564 -0.542 0.001
H 15.706 -3.546 -19.911 -0.295 -0.814 0.380
H 14.352 -3.271 -17.672 -0.142 -0.740 -0.258
H 14.835 -1.939 -18.619 -0.422 0.768 -0.393
H 15.614 -2.268 -17.150 0.924 0.097 0.493
H 16.947 -1.889 -19.699 0.067 -0.523 0.358
C 13.303 0.867 -18.605 -0.125 -0.253 0.716
C 14.348 0.814 -17.487 -6.822 2.497 3.791
C 13.976 -0.090 -16.283 -1.815 -1.455 -2.686
O 15.510 0.508 -17.848 8.523 -1.380 -3.200
H 12.333 0.968 -18.157 -0.688 -0.586 0.403
H 13.339 -0.021 -19.229 -0.201 -0.286 0.143
H 13.286 1.749 -19.221 0.794 0.409 -0.416
H 14.408 1.836 -17.061 -0.615 0.169 0.001
H 13.562 -1.060 -16.702 0.194 1.028 0.588
H 13.254 0.381 -15.687 -1.213 0.478 0.978
H 14.791 -0.393 -15.697 1.400 0.025 0.696
H 16.126 1.161 -17.457 -0.040 -0.691 -0.574
C 14.230 -4.187 -23.742 -0.174 -3.908 -0.186
C 14.299 -2.851 -23.195 -1.612 2.466 -8.521
C 12.982 -2.089 -23.272 -0.840 -0.883 -1.675
O 14.692 -2.734 -22.020 3.856 1.164 9.618
H 15.053 -4.908 -23.442 -0.678 1.122 0.222
H 14.363 -4.192 -24.830 -0.702 0.175 0.139
H 13.277 -4.674 -23.415 0.567 0.019 -0.575
H 15.027 -2.342 -23.861 -0.306 0.262 -0.211
H 12.225 -2.626 -22.743 -0.409 -0.631 0.854
H 12.527 -2.007 -24.257 0.336 0.264 -0.449
H 13.046 -1.132 -22.816 0.368 0.763 0.150
H 14.962 -1.790 -21.920 -0.305 -1.259 0.265
```
Positions in Å, forces in eV/Å.

Results of the Mulliken charge analysis, in e, for atoms 1 through 99: number 1, N, carries -0.3776; number 2, C, carries 0.4785; number 3, N, carries -0.2783; number 4, O, carries -0.7063; number 5, H, carries 0.2148; number 6, H, carries 0.1621; number 7, H, carries 0.3064; number 8, H, carries 0.2064; number 9, N, carries 1.7757; number 10, C, carries 0.4860; number 11, N, carries 1.5036; number 12, O, carries -0.9112; number 13, H, carries -0.6792; number 14, H, carries -0.4838; number 15, H, carries -0.9988; number 16, H, carries 0.0242; number 17, N, carries -0.1797; number 18, C, carries 0.0491; number 19, N, carries -0.4904; number 20, O, carries -0.7156; number 21, H, carries 0.2782; number 22, H, carries 0.3565; number 23, H, carries 0.1923; number 24, H, carries 0.2298; number 25, N, carries 2.4779; number 26, C, carries 0.0497; number 27, N, carries -0.1532; number 28, O, carries -0.8654; number 29, H, carries -0.9623; number 30, H, carries -0.5370; number 31, H, carries 0.3132; number 32, H, carries 0.1184; number 33, C, carries -0.6234; number 34, C, carries 0.2325; number 35, C, carries -1.4642; number 36, O, carries -0.5179; number 37, H, carries 0.5129; number 38, H, carries 0.0870; number 39, H, carries 0.0084; number 40, H, carries 0.3804; number 41, H, carries 0.2918; number 42, H, carries 0.3745; number 43, H, carries 0.3939; number 44, H, carries 0.3724; number 45, C, carries -1.9920; number 46, C, carries 1.2742; number 47, C, carries -0.9702; number 48, O, carries -0.6085; number 49, H, carries 0.5198; number 50, H, carries 0.3752; number 51, H, carries 0.4468; number 52, H, carries 0.0606; number 53, H, carries 0.5678; number 54, H, carries 0.5120; number 55, H, carries -0.1147; number 56, H, carries 0.0334; number 57, C, carries -1.0950; number 58, C, carries -0.1202; number 59, C, carries -0.9257; number 60, O, carries -0.2867; number 61, H, carries 0.5034; number 62, H, carries -0.0111; number 63, H, carries 0.3149; number 64, H, carries 0.5860; number 65, H, carries 0.1905; number 66, H, carries -0.0661; number 67, H, carries 0.5239; number 68, H, carries 0.2360; number 69, C, carries -1.7590; number 70, C, carries 1.2890; number 71, C, carries -1.0030; number 72, O, carries -0.5465; number 73, H, carries 0.4707; number 74, H, carries 0.3641; number 75, H, carries 0.3830; number 76, H, carries -0.1309; number 77, H, carries 0.4584; number 78, H, carries -0.1485; number 79, H, carries 0.3588; number 80, H, carries 0.4740; number 81, C, carries -1.7340; number 82, C, carries 1.3472; number 83, C, carries -1.7865; number 84, O, carries 0.1578; number 85, H, carries 0.6527; number 86, H, carries 0.0643; number 87, H, carries 0.4752; number 88, H, carries 0.2283; number 89, H, carries 0.3444; number 90, H, carries 0.5085; number 91, H, carries 0.3362; number 92, H, carries -1.3818; number 93, C, carries -1.7121; number 94, C, carries 1.0047; number 95, C, carries -0.4586; number 96, O, carries -0.4322; number 97, H, carries 0.3646; number 98, H, carries 0.3549; number 99, H, carries 0.3369

=====

(2)
The following is a quantum chemistry calculation of one molecule with the formula C6H12O, from the OMol25 dataset.

Properties
**Highest occupied orbital energy**: -9.6921 eV
**Gap between HOMO and LUMO**: 10.79 eV
**E**: -311.04036 a.u.
**LUMO level**: 1.098 eV
**SMILES string**: CCC(C=O)CC
**ΔE to the lowest compared entry with this formula, charge and spin**: 0.515 eV

```
19
Properties=species:S:1:pos:R:3:forces:R:3
C 2.344 1.157 -0.139 0.038 -0.016 -0.044
C 0.859 1.173 0.220 -0.037 0.033 -0.010
C 0.144 -0.167 -0.048 0.032 -0.079 0.003
C -0.284 -0.264 -1.496 0.118 -0.197 -0.151
O 0.142 -1.028 -2.327 -0.075 0.370 0.361
C -1.137 -0.284 0.790 -0.028 0.062 0.069
C -1.954 -1.559 0.518 -0.023 -0.058 0.021
H 2.781 2.158 -0.053 -0.075 -0.163 -0.028
H 2.901 0.494 0.534 -0.112 0.073 -0.132
H 2.503 0.801 -1.163 -0.016 0.067 0.125
H 0.742 1.432 1.280 -0.012 -0.089 -0.148
H 0.345 1.971 -0.337 0.056 -0.124 0.065
H 0.819 -1.005 0.169 -0.080 0.102 -0.055
H -1.122 0.433 -1.740 0.160 0.012 -0.113
H -1.745 0.613 0.606 0.066 -0.137 -0.006
H -0.841 -0.238 1.843 -0.121 0.027 -0.072
H -3.030 -1.363 0.524 0.173 -0.025 0.077
H -1.749 -2.320 1.275 -0.020 0.042 -0.114
H -1.716 -2.005 -0.456 -0.044 0.101 0.152
```
Positions in Å, forces in eV/Å.

The molecule's Mulliken atomic charges, reported in e, are given here: number 1, C, carries -1.2170; number 2, C, carries -0.6000; number 3, C, carries 0.5728; number 4, C, carries -0.2414; number 5, O, carries -0.4760; number 6, C, carries -0.7459; number 7, C, carries -1.1084; number 8, H, carries 0.3616; number 9, H, carries 0.3224; number 10, H, carries 0.3049; number 11, H, carries 0.3597; number 12, H, carries 0.3493; number 13, H, carries 0.1728; number 14, H, carries 0.3322; number 15, H, carries 0.3077; number 16, H, carries 0.3858; number 17, H, carries 0.2987; number 18, H, carries 0.3033; number 19, H, carries 0.3178

=====

(3)
The following is a quantum chemistry calculation of an isolated ion of composition C9H14NO2S and charge +1 at a distorted geometry, from the OMol25 dataset.

Properties
**Highest occupied orbital energy**: -12.4957 eV
**Total charge**: +1
**Gap between HOMO and LUMO**: 8.45 eV
**E**: -954.34836 a.u.
**LUMO level**: -4.050 eV
**SMILES string**: C=C1SC=C(C(C)C)[N@+]1(O)C(C)=O
**ΔE to the lowest compared entry with this formula, charge and spin**: 4.847 eV

```
27
Properties=species:S:1:pos:R:3:forces:R:3
C 3.581 0.227 1.105 0.780 -3.897 -3.101
C 2.676 -0.422 0.312 -1.285 0.701 0.829
S 2.610 -2.037 -0.542 1.915 0.785 0.663
C 0.907 -2.136 -0.500 -0.462 4.585 1.030
C 0.270 -0.972 -0.203 1.242 -1.719 0.711
C -1.191 -0.695 -0.074 0.591 1.141 -1.627
C -1.898 -0.911 -1.395 -1.253 -1.027 0.576
C -2.061 -1.422 0.925 -0.038 0.557 2.718
N 1.209 0.163 0.196 0.588 -1.789 -0.093
O 0.798 0.727 1.391 -0.127 1.117 0.294
C 1.166 1.361 -0.967 0.362 -1.834 -0.401
C 1.755 2.591 -0.484 2.809 1.296 -0.549
O 0.897 0.908 -2.014 -0.185 0.665 0.383
H 4.606 -0.285 1.078 -1.544 0.925 0.482
H 3.491 1.190 1.504 -0.400 1.033 0.675
H 0.370 -2.983 -0.732 -0.809 -1.922 -0.595
H -1.168 0.442 -0.031 -0.743 -1.218 0.965
H -2.081 -1.959 -1.662 -0.331 0.109 0.505
H -1.428 -0.546 -2.214 2.149 1.288 -2.420
H -2.793 -0.307 -1.390 -0.751 -0.412 0.197
H -1.845 -1.147 1.992 -0.182 0.161 -0.831
H -2.121 -2.528 1.025 0.529 0.572 -1.112
H -3.051 -1.050 0.675 -0.281 -0.259 0.447
H 0.922 0.118 2.137 0.187 -0.392 -0.359
H 2.813 2.320 -0.157 -1.388 0.037 0.072
H 2.066 3.241 -1.348 -1.164 -0.400 0.684
H 1.269 3.115 0.333 -0.207 -0.100 -0.144
```
Positions in Å, forces in eV/Å.

The molecule's Mulliken atomic charges, reported in e, are given here: number 1, C, carries -0.7264; number 2, C, carries 0.2227; number 3, S, carries -0.1599; number 4, C, carries -0.2865; number 5, C, carries -0.7125; number 6, C, carries 1.0761; number 7, C, carries -1.7842; number 8, C, carries -1.2682; number 9, N, carries 0.5025; number 10, O, carries -0.4479; number 11, C, carries 0.8550; number 12, C, carries -1.1403; number 13, O, carries -0.3431; number 14, H, carries 0.2304; number 15, H, carries 0.4444; number 16, H, carries 0.5575; number 17, H, carries 0.2503; number 18, H, carries 0.3591; number 19, H, carries 0.5271; number 20, H, carries 0.4689; number 21, H, carries 0.3264; number 22, H, carries 0.2987; number 23, H, carries 0.4112; number 24, H, carries 0.4028; number 25, H, carries 0.2248; number 26, H, carries 0.3598; number 27, H, carries 0.3511